Entry 1:
{
  "formula": "F4H42HfO21",
  "method": "wB97M-V/def2-TZVPD",
  "spin_multiplicity": 1,
  "homo_ev": -8.37,
  "molar_mass_g_mol": 632.8,
  "de_lowest_kj_mol": 1626.7,
  "total_charge": 0,
  "e_tot_ev": -55845.75934,
  "elements": ["Hf", "F", "F", "F", "F", "O", "O", "O", "O", "O", "O", "O", "O", "O", "O", "O", "O", "O", "O", "O", "O", "O", "O", "O", "O", "O", "H", "H", "H", "H", "H", "H", "H", "H", "H", "H", "H", "H", "H", "H", "H", "H", "H", "H", "H", "H", "H", "H", "H", "H", "H", "H", "H", "H", "H", "H", "H", "H", "H", "H", "H", "H", "H", "H", "H", "H", "H", "H"],
  "xyz": [[-1.516, 1.208, -2.284], [-2.127, 2.874, -2.649], [1.445, 0.551, 2.429], [-1.396, 1.085, -0.438], [-0.895, 0.628, -4.051], [0.562, -4.013, -2.353], [-6.327, -5.005, -0.099], [-3.433, -0.783, 0.927], [1.919, 2.256, 0.318], [-1.714, 0.761, 2.277], [-3.394, 0.199, -2.257], [-0.623, -2.779, -0.042], [1.666, -1.627, 0.893], [0.599, 1.659, -2.086], [-0.351, 3.861, 4.073], [1.251, 4.111, -2.143], [-3.852, 3.377, 4.596], [1.705, 1.800, 5.006], [2.409, 2.480, -5.532], [2.251, 4.060, 2.671], [-6.062, 1.289, -2.907], [4.225, -0.426, 2.078], [-0.859, -0.881, -2.187], [-0.243, -4.967, 3.624], [0.913, -6.303, -5.046], [3.709, -0.856, -1.017], [0.222, -2.514, 0.415], [2.242, 2.359, 4.499], [4.308, 0.129, 1.252], [3.145, 4.359, 2.788], [2.522, 1.942, -6.400], [3.081, -0.717, -0.294], [-1.187, 3.869, 3.535], [4.604, -1.096, -0.744], [-3.947, 3.848, 5.438], [1.446, -3.624, -2.375], [2.083, -2.192, 1.550], [-5.152, 1.670, -2.947], [1.110, 1.770, -1.328], [6.123, -7.342, -1.344], [-3.045, -0.633, 1.806], [0.227, -3.881, -1.404], [-1.505, -2.677, 0.437], [1.264, 2.074, -2.739], [0.831, -5.910, -5.874], [1.851, 4.132, 3.574], [-6.495, 2.141, -2.721], [4.143, 1.622, -2.530], [0.381, 4.153, -2.528], [-0.727, 0.430, 2.026], [0.103, 3.098, 3.657], [1.583, 1.794, 1.135], [0.221, -5.782, 3.384], [-3.216, 2.739, 4.972], [-5.544, -5.349, -0.559], [-1.997, 1.062, 1.413], [0.774, -5.651, -4.361], [0.413, -4.439, 4.151], [1.513, -0.835, 1.525], [1.142, 1.196, 4.417], [1.306, 4.709, -1.358], [3.315, -0.120, 2.348], [-0.735, -1.269, -3.053], [-4.133, -0.080, 0.861], [-1.268, -1.543, -1.605], [2.635, 3.345, -5.904], [-6.049, -4.182, 0.426], [2.553, 2.840, 0.661]],
  "lowdin_charge": [1.515, -0.372, -0.488, -0.367, -0.440, -0.091, -0.103, -0.104, -0.067, -0.128, -0.163, -0.113, -0.098, -0.127, -0.086, -0.065, -0.076, -0.074, -0.112, -0.052, -0.059, -0.106, -0.068, -0.085, -0.028, -0.069, 0.024, -0.039, 0.035, 0.035, 0.090, -0.004, 0.057, 0.046, 0.037, 0.032, 0.061, 0.020, -0.016, 0.160, 0.014, 0.038, 0.092, 0.119, -0.006, 0.041, 0.048, 0.332, 0.028, 0.096, 0.009, 0.027, 0.030, 0.043, 0.029, -0.023, 0.007, 0.057, 0.033, 0.057, 0.085, 0.013, 0.087, 0.067, 0.072, 0.028, 0.074, -0.006]
}

=====

Entry 2:
{
  "formula": "C5H8N2",
  "method": "wB97M-V/def2-TZVPD",
  "spin_multiplicity": 1,
  "homo_ev": [-8.69, -8.69],
  "molar_mass_g_mol": 96.1,
  "de_lowest_kj_mol": 587.8,
  "total_charge": 0,
  "e_tot_ev": -8288.90440,
  "elements": ["N", "N", "C", "C", "C", "C", "C", "H", "H", "H", "H", "H", "H", "H", "H"],
  "xyz": [[0.788, 1.697, -0.125], [1.702, 1.253, 0.725], [2.186, -0.091, 0.418], [-1.605, 0.494, -0.052], [1.301, -0.498, -0.769], [0.436, 0.679, -0.991], [-2.814, 1.019, 0.174], [-1.585, -0.537, 0.208], [-3.422, 0.368, 0.793], [2.182, -0.781, 1.236], [0.138, 0.748, -2.011], [0.949, -1.545, -0.716], [1.774, -0.488, -1.816], [-3.214, 1.938, -0.220], [3.216, -0.043, 0.223]],
  "lowdin_charge": [0.008, 0.024, -0.201, -0.003, -0.178, -0.211, -0.077, 0.018, 0.045, 0.100, 0.096, 0.117, 0.133, 0.039, 0.090]
}

=====

Entry 3:
{
  "formula": "C3H7N2O",
  "method": "wB97M-V/def2-TZVPD",
  "spin_multiplicity": 1,
  "homo_ev": -15.49,
  "molar_mass_g_mol": 87.1,
  "de_lowest_kj_mol": 514.0,
  "total_charge": 1,
  "e_tot_ev": -8240.81207,
  "smiles": "CCC(=[NH2+])N=O",
  "elements": ["O", "N", "N", "C", "C", "C", "H", "H", "H", "H", "H", "H", "H"],
  "xyz": [[-0.012, -2.624, 1.192], [0.864, -0.679, -1.462], [-0.051, -1.756, 0.435], [-0.973, 1.181, 0.505], [0.348, 0.502, 0.646], [0.499, -0.790, -0.165], [0.608, -0.031, -2.195], [-1.268, 0.916, -0.535], [-1.871, 0.995, 1.201], [1.112, 1.074, 0.122], [0.743, 0.494, 1.645], [-0.918, 2.239, 0.591], [0.920, -1.522, -1.980]],
  "lowdin_charge": [0.293, 0.225, 0.118, -0.074, -0.138, -0.261, 0.154, 0.093, 0.126, 0.134, 0.133, 0.075, 0.122]
}

=====

Entry 4:
{
  "formula": "C16H26N3O5S2",
  "method": "wB97M-V/def2-TZVPD",
  "spin_multiplicity": 1,
  "homo_ev": -12.86,
  "molar_mass_g_mol": 404.5,
  "de_lowest_kj_mol": 0.0,
  "total_charge": 1,
  "e_tot_ev": -53385.04914,
  "smiles": "CC(=O)N1CC[NH+](S(=O)(=O)c2ccc(S(=O)(=O)NCC(C)C)cc2)CC1",
  "elements": ["S", "S", "O", "O", "O", "O", "O", "N", "N", "N", "C", "C", "C", "C", "C", "C", "C", "C", "C", "C", "C", "C", "C", "C", "C", "C", "H", "H", "H", "H", "H", "H", "H", "H", "H", "H", "H", "H", "H", "H", "H", "H", "H", "H", "H", "H", "H", "H", "H", "H", "H", "H"],
  "xyz": [[4.792, 0.963, -0.605], [-1.164, 2.936, 0.019], [-1.815, 3.188, -1.212], [-4.322, -1.881, -1.832], [5.332, 1.524, -1.798], [5.421, 1.141, 0.663], [-1.407, 3.712, 1.178], [-2.009, 1.279, 0.544], [4.435, -0.622, -0.895], [-3.952, -0.726, 0.049], [3.097, 1.589, -0.430], [3.242, -3.484, 1.298], [4.415, -1.565, 0.205], [1.892, -1.646, 0.243], [3.176, -2.470, 0.160], [-4.778, -1.181, -0.961], [-4.241, 0.314, 0.999], [1.301, 2.312, 0.978], [2.312, 1.725, -1.562], [0.519, 2.411, -0.161], [-6.226, -0.789, -0.873], [-1.740, 0.191, -0.406], [0.996, 2.141, -1.433], [-3.451, 1.579, 0.631], [-2.549, -1.052, -0.016], [2.613, 1.889, 0.832], [-3.598, 2.370, 1.369], [3.280, 1.801, 1.676], [0.350, 2.272, -2.286], [-3.954, -0.023, 2.003], [-5.304, 0.546, 1.010], [4.140, -4.090, 1.221], [4.820, -0.963, -1.761], [-0.671, -0.032, -0.414], [1.859, -1.096, 1.182], [-6.647, -1.063, 0.091], [3.180, -3.006, -0.794], [-6.352, 0.280, -1.032], [1.848, -0.936, -0.581], [-2.212, -1.437, 0.952], [5.318, -2.182, 0.206], [2.746, 1.519, -2.528], [-1.665, 1.032, 1.476], [0.893, 2.585, 1.938], [-3.760, 1.949, -0.349], [2.382, -4.147, 1.267], [1.027, -2.303, 0.189], [4.416, -0.969, 1.119], [3.254, -2.977, 2.260], [-2.428, -1.827, -0.777], [-2.047, 0.538, -1.396], [-6.763, -1.318, -1.655]],
  "lowdin_charge": [0.647, 0.793, -0.216, 0.087, -0.255, -0.261, -0.221, -0.118, -0.121, -0.073, -0.228, -0.069, -0.209, -0.081, -0.413, -0.480, -0.113, -0.025, -0.020, -0.299, 0.017, -0.110, -0.028, -0.118, -0.107, -0.019, 0.139, 0.127, 0.128, 0.140, 0.127, 0.082, 0.126, 0.119, 0.081, 0.094, 0.140, 0.090, 0.057, 0.139, 0.135, 0.132, 0.176, 0.126, 0.140, 0.081, 0.077, 0.119, 0.085, 0.136, 0.150, 0.097]
}